Version A
{
  "formula": "C5H7NO",
  "method": "ωB97M-V/def2-TZVPD",
  "symbols": ["H", "C", "H", "H", "H", "H", "N", "O", "H", "C", "C", "C", "C", "H"],
  "positions_angstrom": [[-2.215, -0.850, -0.655], [1.511, 0.602, 0.760], [0.104, 2.222, 0.630], [-2.430, 0.807, -0.039], [-1.750, -0.453, 1.012], [-0.445, 0.648, -1.538], [0.317, -2.038, -1.095], [1.649, -0.684, 0.269], [1.069, -2.705, -0.925], [0.536, -0.947, -0.507], [-0.376, 0.271, -0.510], [0.403, 1.216, 0.367], [-1.782, -0.076, -0.015], [2.327, 0.923, 1.394]],
  "charge": 0,
  "e_lumo_ev": 0.99,
  "orbital_gap_ha": 0.369,
  "smiles": "[H]/N=C1\\OC=C[C@@H]1C",
  "e_homo_ev": -9.1
}



Version B
{
  "formula": "C5H7NO",
  "method": "ωB97M-V/def2-TZVPD",
  "symbols": ["H", "H", "C", "C", "H", "H", "O", "N", "C", "C", "C", "H", "H", "H"],
  "positions_angstrom": [[2.446, 0.432, 0.118], [0.673, 1.532, 1.404], [0.325, 0.718, 0.757], [1.431, -1.408, 0.043], [2.293, -1.973, -0.300], [0.491, -1.944, 0.153], [-1.684, -1.405, -0.702], [-1.467, 0.886, -0.964], [-0.410, 1.322, -0.414], [-2.122, -0.280, -0.595], [1.509, -0.101, 0.276], [-3.157, -0.091, -0.265], [0.025, 2.226, -0.853], [-0.352, 0.085, 1.340]],
  "charge": 0,
  "e_lumo_ev": 0.63,
  "orbital_gap_ha": 0.375,
  "smiles": "C=CC/C=N\\C=O",
  "e_homo_ev": -9.6
}



Quick one: least stable of them? version B



Version A
{
  "formula": "C5H7NO",
  "method": "ωB97M-V/def2-TZVPD",
  "symbols": ["H", "H", "C", "H", "C", "H", "N", "H", "C", "C", "O", "C", "H", "H"],
  "positions_angstrom": [[-0.434, 2.098, -0.827], [-2.645, 0.638, -0.559], [-0.543, 1.044, -0.612], [-2.041, -1.912, -0.061], [1.330, 0.486, 0.926], [0.631, 1.028, 1.571], [0.629, 0.217, -0.360], [1.295, 0.207, -1.133], [-1.632, 0.260, -0.477], [-1.328, -1.116, -0.215], [0.878, -2.199, -0.144], [0.028, -1.345, -0.234], [2.234, 1.078, 0.762], [1.598, -0.482, 1.363]],
  "charge": 0,
  "e_lumo_ev": 0.79,
  "orbital_gap_ha": 0.300,
  "smiles": "C[N@@H+]1C=CC=C1[O-]",
  "e_homo_ev": -7.4
}



Version B
{
  "formula": "C5H7NO",
  "method": "ωB97M-V/def2-TZVPD",
  "symbols": ["C", "O", "H", "H", "H", "C", "C", "H", "H", "N", "C", "C", "H", "H"],
  "positions_angstrom": [[0.037, -1.150, 0.070], [2.374, -1.861, 0.472], [2.705, 0.740, 0.320], [-0.119, -1.754, -0.832], [0.630, 2.163, 0.018], [1.539, -0.996, 0.320], [-0.457, 0.268, -0.085], [-0.424, -1.688, 0.907], [-2.482, 0.583, 0.572], [1.773, 0.362, 0.319], [-1.880, 0.639, -0.342], [0.593, 1.081, 0.058], [-1.957, 1.659, -0.727], [-2.332, -0.045, -1.070]],
  "charge": 0,
  "e_lumo_ev": 0.84,
  "orbital_gap_ha": 0.339,
  "smiles": "CC1=CNC(=O)C1",
  "e_homo_ev": -8.4
}



Version C
{
  "formula": "C5H7NO",
  "method": "ωB97M-V/def2-TZVPD",
  "symbols": ["H", "H", "C", "H", "H", "H", "N", "H", "C", "H", "C", "C", "C", "O"],
  "positions_angstrom": [[1.882, -2.575, 1.038], [-1.860, 0.080, 0.199], [-1.314, 1.818, -0.893], [-1.869, 2.599, -0.361], [-1.875, 1.490, -1.775], [-0.341, 2.198, -1.207], [-1.086, 0.687, 0.000], [-0.527, -1.825, 1.115], [0.280, -1.185, 0.779], [2.444, -0.830, 1.262], [1.744, -1.524, 0.794], [1.242, -1.340, -0.591], [0.100, 0.061, 0.148], [1.179, 0.346, -0.508]],
  "charge": 0,
  "e_lumo_ev": 0.83,
  "orbital_gap_ha": 0.346,
  "e_homo_ev": -8.6
}



Quick one: least stable of them? version C



Version A
{
  "formula": "C5H7NO",
  "method": "ωB97M-V/def2-TZVPD",
  "symbols": ["C", "C", "O", "C", "H", "H", "C", "N", "H", "C", "H", "H", "H", "H"],
  "positions_angstrom": [[-1.662, -0.933, 0.153], [0.543, 0.488, -0.179], [1.719, 0.024, -0.825], [-0.168, -0.740, 0.386], [2.309, 1.785, 0.064], [-1.931, -0.588, -0.852], [1.879, 0.828, 0.326], [-0.901, 2.129, -1.626], [-1.850, -2.010, 0.200], [-0.247, 1.444, -0.960], [0.124, -0.956, 1.424], [-2.304, -0.422, 0.878], [2.162, 0.341, 1.264], [0.379, -1.427, -0.244]],
  "charge": 0,
  "e_lumo_ev": 0.85,
  "orbital_gap_ha": 0.438,
  "smiles": "CC[C@@]1(C#N)CO1",
  "e_homo_ev": -11.1
}



Version B
{
  "formula": "C5H7NO",
  "method": "ωB97M-V/def2-TZVPD",
  "symbols": ["C", "H", "H", "C", "N", "C", "O", "H", "C", "H", "H", "C", "H", "H"],
  "positions_angstrom": [[0.180, 0.946, -0.296], [1.966, -0.460, -0.343], [0.250, 1.908, -0.806], [-0.789, -0.142, -0.791], [-0.519, 0.848, 1.078], [-0.839, -0.561, 0.653], [-0.425, -1.057, -1.788], [-1.593, -1.181, 1.131], [0.451, -0.248, 1.312], [-1.733, 0.360, -1.031], [0.647, -0.582, 2.326], [1.426, 0.259, 0.278], [2.113, 0.990, 0.718], [-1.134, -1.080, -2.442]],
  "charge": 0,
  "e_lumo_ev": 0.77,
  "orbital_gap_ha": 0.382,
  "e_homo_ev": -9.6
}



Version C
{
  "formula": "C5H7NO",
  "method": "ωB97M-V/def2-TZVPD",
  "symbols": ["C", "O", "C", "H", "H", "C", "H", "C", "C", "H", "H", "H", "N", "H"],
  "positions_angstrom": [[-1.249, -0.226, 0.494], [1.560, 0.667, 1.541], [1.087, 1.249, 0.588], [-2.318, -0.394, 0.678], [0.844, 1.490, -1.502], [0.491, 0.838, -0.699], [-0.771, -2.301, -0.157], [-0.292, -1.376, 0.163], [0.086, -0.516, -1.034], [0.475, -1.579, 0.916], [-0.737, 0.389, 1.401], [0.286, -0.878, -2.033], [-1.004, 0.473, -0.794], [1.487, 2.259, 0.532]],
  "charge": 0,
  "e_lumo_ev": 0.55,
  "orbital_gap_ha": 0.381,
  "e_homo_ev": -9.8
}



Quick one: least stable of them? version C



Version A
{
  "formula": "C6H11P",
  "method": "ωB97M-V/def2-TZVPD",
  "symbols": ["H", "C", "C", "P", "H", "H", "C", "H", "H", "H", "H", "C", "C", "C", "H", "H", "H", "H"],
  "positions_angstrom": [[-2.879, -1.158, 0.808], [-1.999, -0.711, 1.281], [1.435, -0.825, 0.035], [-1.747, 0.607, -0.061], [1.461, 2.553, -0.506], [-2.747, -1.102, -1.604], [0.025, 0.957, -0.066], [-1.083, -1.377, 1.483], [2.704, 0.823, -0.666], [3.112, 0.098, 0.866], [3.468, -0.767, -0.677], [0.423, 2.210, -0.302], [-1.844, -0.493, -1.615], [2.792, -0.161, -0.101], [-0.990, -1.120, -1.365], [-0.243, 3.115, -0.277], [-1.763, 0.101, -2.484], [-2.265, -0.279, 2.362]],
  "charge": 0,
  "e_lumo_ev": -0.78,
  "orbital_gap_ha": 0.250,
  "e_homo_ev": -7.6
}



Version B
{
  "formula": "C6H11P",
  "method": "ωB97M-V/def2-TZVPD",
  "symbols": ["H", "H", "H", "C", "C", "H", "P", "H", "C", "H", "C", "C", "H", "H", "H", "H", "H", "C"],
  "positions_angstrom": [[1.414, -2.193, 0.443], [-1.075, -2.483, 0.540], [-2.105, 1.655, 0.024], [1.262, -1.270, -0.122], [2.046, 1.291, -0.115], [2.358, 2.311, -0.120], [2.767, -0.155, 0.092], [-0.266, 0.669, -1.478], [-1.212, -1.544, 0.009], [-0.004, -0.408, 1.380], [-1.037, 1.802, 0.228], [-0.247, 0.710, -0.397], [-0.762, 2.769, -0.191], [-2.148, -1.097, 0.338], [-0.896, 1.827, 1.307], [1.229, -1.541, -1.182], [-1.281, -1.753, -1.057], [-0.044, -0.588, 0.300]],
  "charge": 0,
  "e_lumo_ev": [0.63, 0.63],
  "orbital_gap_ha": [0.313, 0.313],
  "e_homo_ev": [-7.9, -7.9]
}



Quick one: least stable of them? version A